# 1
Entry from the Open Molecules 2025 dataset: a structure of composition C20H31KN14OS2 (wB97M-V/def2-TZVPD).

Structure (XYZ):
```
69
Properties=species:S:1:pos:R:3:nbo_charge:R:1
K -0.6806 0.5189 -0.3620 0.861
S 2.4847 1.7576 3.4241 -0.260
S -3.0767 2.3936 -0.0591 1.265
O -3.0825 1.1512 -0.9002 -1.064
N -1.2527 -1.1319 2.0844 -0.444
N 4.2444 4.4789 -2.8184 -0.790
N -1.9171 2.7640 0.7529 -1.111
N 0.1649 -1.8846 -3.4764 -0.671
N 2.1672 -2.6781 -2.6582 -0.839
N 1.7117 -1.5121 2.6495 -0.323
N 1.8991 -2.3611 1.6355 -0.322
N -0.0711 2.4723 3.1972 -0.453
N 0.4755 -1.8906 -1.1746 -0.819
N 1.9042 1.4457 -1.1070 -0.506
N 1.4432 4.1340 2.8993 -0.795
N -1.0955 0.0220 -3.1392 -0.768
N -2.1787 -2.0572 -3.4636 -0.448
N -0.4632 1.1892 2.9580 -0.220
C 1.2444 2.8112 3.1407 0.284
C 2.7386 -3.2766 2.1098 -0.065
C -2.2055 -0.2946 2.5014 0.149
C 2.8593 2.0763 -0.4175 0.053
C -3.4905 -1.4380 -3.3969 -0.420
C 0.9350 -2.1207 -2.3326 0.603
C 1.7366 1.8365 -2.3740 0.040
C -2.0607 -3.4673 -3.1030 -0.413
C 2.4906 2.8187 -2.9909 -0.318
C -2.9111 -2.4721 1.0078 -0.254
C 3.6662 3.0703 -0.9369 -0.322
C -3.9013 -1.6160 1.4554 -0.153
C -1.6004 -2.1926 1.3721 0.051
C -2.6676 1.9366 3.7404 -0.712
C 3.4924 3.4643 -2.2652 0.208
C 2.4020 -1.8531 3.7474 -0.037
C 3.0925 -3.0073 3.4406 -0.363
C -1.7128 0.9651 3.1166 0.253
C -3.5521 -0.5152 2.2288 -0.238
C -1.0863 -1.2348 -3.3385 0.613
H -3.5863 1.4474 4.0536 0.226
H 5.1138 4.7018 -2.3653 0.384
H -2.0273 0.3738 -2.9304 0.369
H -1.7031 -4.0762 -3.9372 0.189
H 4.4188 3.5292 -0.3073 0.212
H 4.2732 4.5324 -3.8219 0.384
H -4.3109 0.1772 2.5610 0.223
H 2.9863 1.7691 0.6153 0.215
H 2.4036 4.4053 2.7769 0.411
H -0.7523 3.1789 2.9407 0.401
H 1.1494 -2.0419 -0.4218 0.393
H 1.0609 -0.7389 2.5555 0.460
H 2.8046 -2.7302 -1.8783 0.392
H -0.7770 -2.8302 1.0694 0.220
H 2.5906 -2.2638 -3.4755 0.386
H -3.5507 -0.6240 -4.1207 0.212
H 0.7562 4.6387 2.3592 0.393
H 0.2103 -2.6246 -4.1601 0.396
H 2.2864 3.0787 -4.0223 0.212
H 0.9510 1.3334 -2.9317 0.229
H -4.2449 -2.1766 -3.6573 0.204
H -3.7113 -1.0274 -2.4050 0.215
H -3.1321 -3.3312 0.3895 0.219
H -3.0453 -3.8389 -2.8274 0.208
H 3.7550 -3.5605 4.0826 0.225
H 3.0546 -4.0877 1.4726 0.199
H -4.9385 -1.7842 1.1962 0.219
H 2.3519 -1.2463 4.6353 0.230
H -1.3970 -3.6030 -2.2476 0.218
H -2.9266 2.7282 3.0328 0.261
H -2.2093 2.3889 4.6217 0.236
```

Properties
multiplicity: 1
net charge: 0
HOMO level: -8.0 eV
lowest unoccupied orbital energy: 0.289 eV
orbital gap: 8.275 eV

# 2
Entry from the Open Molecules 2025 dataset: a cluster of 3 separate species, C20H31N3O3 in total (wB97M-V/def2-TZVPD).

Structure (XYZ):
```
57
Properties=species:S:1:pos:R:3:nbo_charge:R:1
O 5.3755 -2.0527 1.0376 -0.531
O -1.2276 0.0983 0.4451 -0.550
O 4.8845 -3.7762 -0.3108 -0.543
N -0.8431 -3.8610 1.5939 -0.360
N 4.0261 1.2315 0.6139 -0.440
N -0.5884 5.5790 -2.7767 -0.336
C -4.2409 -4.6000 1.4205 -0.378
C -3.6883 5.2273 -1.2740 -0.379
C -4.0768 4.3196 -2.4351 -0.614
C -2.8179 6.4123 -1.7067 -0.510
C 4.2619 -0.0340 0.2716 0.195
C 1.0559 -0.4712 1.1673 -0.421
C 3.9327 0.4166 -2.0437 -0.158
C 3.6528 1.7319 -1.7008 -0.267
C -3.3981 -3.3544 1.7197 -0.515
C -3.9807 -5.1691 0.0311 -0.614
C -1.9666 -3.6460 1.6612 0.312
C 4.5370 -0.9545 1.4428 0.071
C 2.0186 -1.6436 1.2740 -0.427
C 3.7283 2.0855 -0.3612 0.039
C 4.7947 -3.2429 0.7573 0.654
C -0.1631 -0.8305 0.3201 -0.061
C 3.2449 -1.3521 2.1692 -0.433
C 4.2478 -0.4906 -1.0410 -0.263
C -1.5611 5.9577 -2.3046 0.289
C -0.9304 1.3731 -0.0863 -0.252
H -4.1839 -4.4260 -0.7423 0.205
H 1.5379 0.3913 0.7002 0.204
H -3.1557 4.6449 -0.5198 0.209
H -4.0367 -5.3631 2.1736 0.208
H -2.9456 -5.4961 -0.0759 0.217
H -4.5932 5.6111 -0.8002 0.209
H -1.7727 1.7569 -0.6639 0.179
H 3.4088 -2.1751 2.8648 0.218
H -3.6094 -2.5631 0.9975 0.251
H -0.6840 2.0777 0.7146 0.171
H -4.7158 3.5089 -2.0852 0.217
H 1.4809 -2.4816 1.7254 0.231
H 2.9974 -0.4864 2.7895 0.230
H 5.1282 -0.3567 2.1380 0.214
H -2.5770 7.0449 -0.8518 0.250
H 3.8915 0.0859 -3.0741 0.219
H 4.4718 -1.5180 -1.2938 0.245
H 4.2919 -3.7404 1.5991 0.113
H 2.3257 -1.9754 0.2778 0.206
H -3.3446 7.0270 -2.4387 0.243
H -4.6240 4.8708 -3.2022 0.204
H -0.5543 -1.8172 0.5673 0.202
H 0.7052 -0.1564 2.1556 0.203
H -5.2941 -4.3312 1.5159 0.209
H 3.5403 3.1134 -0.0693 0.195
H -4.6198 -6.0318 -0.1556 0.217
H 0.1551 -0.8606 -0.7345 0.152
H -0.0650 1.3256 -0.7562 0.172
H 3.3855 2.4629 -2.4523 0.226
H -3.6227 -2.9648 2.7132 0.251
H -3.1997 3.8686 -2.9010 0.217
```

Properties
multiplicity: 1
SMILES string: COCCCC[C@@H](OC=O)c1ccccn1.CCCC#N.CCCC#N
net charge: 0
HOMO level: -9.4 eV
lowest unoccupied orbital energy: 0.679 eV
orbital gap: 10.095 eV

Number 1: total energy -82148.6735 eV. Number 2: total energy -31854.3359 eV.